# 1
The following is a DFT calculation (wB97M-V/def2-TZVPD) of a single C3H4N2O molecule.

HOMO level in eV: -9.1
E_LUMO in eV: 0.74
Structure (SMILES): On1ccnc1
Maximum force in eV Å⁻¹: 6.8
Energy above the lowest of the compared OMol25 structures with the same formula, charge and spin in kcal/mol: 102.49
Orbital gap in hartree: 0.362
Energy in eV: -8199.4412

Element x y z (Å)
O (-1.96205, 0.61220, 0.39292)
N (-0.71885, -0.01660, 0.29659)
C (0.24988, 0.09812, -1.20844)
C (1.42434, -0.13595, -0.65699)
N (1.41567, -0.30543, 0.75425)
C (0.19879, -0.19617, 1.19463)
H (-2.53161, -0.09096, 0.23133)
H (-0.28391, 0.24685, -2.05302)
H (2.29453, -0.11502, -1.15266)
H (-0.08679, -0.09705, 2.20139)

***

# 2
The following is a DFT calculation (wB97M-V/def2-TZVPD) of 2 unconnected molecules or ions with the total composition C3H4N2O.

HOMO level (alpha / beta) in eV: -7.1 / -10.5
E_LUMO (alpha / beta) in eV: 0.58 / -1.50
<S²>: 2.029
Spin multiplicity: 3
Maximum force in eV Å⁻¹: 5.7
Energy above the lowest of the compared OMol25 structures with the same formula, charge and spin in kcal/mol: 7.68
Orbital gap (alpha / beta) in hartree: 0.283 / 0.329
Energy in eV: -8198.1870

Element x y z (Å)
C (-3.14006, -0.18261, -0.13143)
C (0.51684, -2.62784, 0.03006)
C (-1.77787, 0.09157, -0.31578)
N (-4.20150, -0.67340, -0.24407)
N (-1.05408, 0.85245, 0.42424)
O (0.95980, -1.51127, -0.02308)
H (0.93800, -3.55780, -0.42292)
H (-0.59118, -2.64230, 0.51512)
H (-0.04014, 0.90794, 0.20057)
H (-1.38618, 1.64974, 1.00803)

***

# 3
The following is a DFT calculation (wB97M-V/def2-TZVPD) of 2 unconnected molecules or ions with the total composition C3H4N2O2.

HOMO level (alpha / beta) in eV: -10.2 / -10.2
E_LUMO (alpha / beta) in eV: -2.87 / -2.87
Maximum force in eV Å⁻¹: 3.3
Energy above the lowest of the compared OMol25 structures with the same formula, charge and spin in kcal/mol: 126.27
Orbital gap (alpha / beta) in hartree: 0.271 / 0.271
Energy in eV: -10246.7894

Element x y z (Å)
C (-2.43900, 0.08378, 0.14285)
C (-0.49563, -1.32309, -0.00169)
C (-1.33347, -0.21177, -0.62617)
N (-3.30640, 0.62928, 0.66826)
N (0.40531, -0.94985, 0.85132)
O (-0.83620, -2.43732, -0.41519)
O (0.40046, 1.46293, -0.42343)
H (-1.22826, -0.06574, -1.69103)
H (0.67242, 0.03914, 0.80572)
H (1.10469, -1.63819, 1.06870)
H (0.17640, 2.43896, -0.72799)

***

# 4
The following is a DFT calculation (wB97M-V/def2-TZVPD) of a single C3H4N2O2 molecule.

HOMO level in eV: -9.4
E_LUMO in eV: 0.21
Structure (SMILES): C=N/N=C/OC=O
Maximum force in eV Å⁻¹: 4.8
Energy above the lowest of the compared OMol25 structures with the same formula, charge and spin in kcal/mol: 111.34
Orbital gap in hartree: 0.353
Energy in eV: -10247.4369

Element x y z (Å)
C (-0.75248, -1.55000, -1.88399)
N (-1.09341, -1.19222, -0.64237)
N (-0.39294, -0.09977, -0.16248)
C (-0.64676, 0.20861, 1.02037)
O (0.33577, 0.99766, 1.64957)
C (1.51902, 1.66964, 1.11509)
O (1.69151, 1.83176, -0.08820)
H (-1.18522, -2.64707, -2.25434)
H (-0.00058, -1.09840, -2.49204)
H (-1.46020, -0.18372, 1.59013)
H (1.98531, 2.06350, 2.14827)

***

# 5
The following is a DFT calculation (wB97M-V/def2-TZVPD) of a single C3H4N2O2 molecule.

HOMO level in eV: -10.0
E_LUMO in eV: -0.61
Structure (SMILES): [H]/N=C\C(=N\[H])C(=O)O
Maximum force in eV Å⁻¹: 1.5
Energy above the lowest of the compared OMol25 structures with the same formula, charge and spin in kcal/mol: 48.00
Orbital gap in hartree: 0.346
Energy in eV: -10250.1835

Element x y z (Å)
H (0.71353, 1.95522, 1.78566)
N (-0.05775, 2.25568, 1.18801)
C (-0.41312, 1.39998, 0.34621)
C (0.35114, 0.09691, 0.05508)
N (1.43530, -0.17319, 0.63763)
H (1.82651, -1.08753, 0.41399)
C (-0.49953, -0.84887, -0.74110)
O (-1.60200, -0.53867, -1.13447)
O (0.01981, -2.07471, -0.84087)
H (-1.21669, 1.65872, -0.33481)
H (-0.55721, -2.64353, -1.37534)

***

# 6
The following is a DFT calculation (wB97M-V/def2-TZVPD) of a molecular structure, C3H4N2O2.

HOMO level in eV: -9.7
E_LUMO in eV: 0.47
Maximum force in eV Å⁻¹: 1.0
Energy above the lowest of the compared OMol25 structures with the same formula, charge and spin in kcal/mol: 98.26
Orbital gap in hartree: 0.374
Energy in eV: -10248.0040

Element x y z (Å)
C (1.60740, 0.20325, -0.07903)
N (0.24839, -0.03880, 0.36624)
N (-0.76187, -0.85862, -0.30942)
C (-1.70735, -0.01239, -0.86454)
O (-1.76494, 1.20141, -0.80952)
C (-0.33784, -0.22510, 1.45543)
O (-0.79305, -0.30460, 2.52268)
H (2.05270, -0.75841, -0.34838)
H (1.57984, 0.86303, -0.94717)
H (2.17162, 0.67167, 0.72970)
H (-2.45931, -0.62708, -1.39506)

***

- Number 6 is which compound?
  C3H4N2O2